[1]
This record from the OMol25 dataset describes a structure of composition C48H42CsFN8O5S in a non-equilibrium geometry. The level of theory is ωB97M-V/def2-TZVPD.

XYZ file:
```
106
Properties=species:S:1:pos:R:3
Cs -0.292 -0.167 0.852
O -4.652 2.492 0.856
C -3.805 1.604 0.929
N -2.591 1.657 1.503
C -2.364 2.260 2.673
O -3.115 2.388 3.642
C -0.932 2.819 2.857
C -0.684 3.601 3.984
C 0.582 4.121 4.172
C 1.573 3.838 3.244
C 1.246 3.045 2.155
N 0.020 2.567 1.961
C -4.176 0.279 0.238
C -5.521 0.058 -0.050
C -5.897 -1.165 -0.573
C -4.925 -2.126 -0.811
C -3.607 -1.810 -0.519
N -3.244 -0.638 -0.007
H -1.501 3.764 4.673
H 0.799 4.737 5.038
H 2.583 4.212 3.359
H 1.985 2.798 1.399
H -6.223 0.855 0.149
H -6.938 -1.369 -0.794
H -5.174 -3.100 -1.214
H -2.805 -2.523 -0.686
C 1.049 -6.663 5.572
C -0.279 -5.969 5.848
C -1.401 -6.997 5.902
C -2.750 -6.328 6.097
C -2.985 -5.352 4.980
C -4.248 -5.056 4.519
C -4.418 -4.134 3.493
F -5.684 -3.872 3.089
C -3.361 -3.509 2.894
C -2.069 -3.808 3.341
C -0.919 -3.159 2.653
O -1.101 -2.657 1.550
C 0.333 -3.210 3.394
C 0.414 -4.132 4.384
N -0.580 -4.956 4.824
C -1.879 -4.719 4.382
C 1.606 -2.352 3.182
O 2.519 -2.557 4.004
O 1.579 -1.543 2.230
H 1.151 -7.518 6.243
H 1.909 -6.016 5.724
H 1.077 -7.025 4.543
H -0.227 -5.464 6.822
H -1.183 -7.701 6.708
H -1.402 -7.562 4.964
H -2.760 -5.805 7.060
H -3.556 -7.064 6.130
H -5.123 -5.526 4.953
H -3.490 -2.797 2.088
H 1.373 -4.201 4.880
C -2.746 -0.923 -4.769
C -3.253 -0.650 -3.353
C -3.818 0.739 -3.200
C -5.185 0.958 -3.232
C -5.702 2.244 -3.119
C -4.836 3.310 -2.965
C -3.451 3.136 -2.924
C -2.574 4.357 -2.711
C -2.834 5.111 -1.410
C -2.945 1.835 -3.060
N -1.567 1.567 -2.996
C -0.814 2.229 -3.796
C 0.615 2.223 -3.758
C 1.473 2.944 -4.608
C 2.766 2.649 -4.173
C 2.605 1.761 -3.094
N 1.317 1.488 -2.844
H -2.342 -1.935 -4.856
H -1.956 -0.221 -5.037
H -3.553 -0.811 -5.499
H -2.431 -0.788 -2.647
H -4.030 -1.376 -3.096
H -5.848 0.104 -3.332
H -6.774 2.407 -3.134
H -5.234 4.314 -2.855
H -2.732 5.037 -3.557
H -1.523 4.077 -2.746
H -3.855 5.493 -1.353
H -2.150 5.961 -1.329
H -2.691 4.479 -0.539
H -1.268 2.905 -4.536
H 1.175 3.603 -5.412
H 3.698 3.027 -4.569
H 3.385 1.304 -2.497
N 0.591 -1.224 -3.407
C 1.688 -1.794 -2.829
N 1.890 -1.794 -1.551
C 3.080 -2.448 -1.257
C 3.594 -2.608 0.032
C 4.780 -3.301 0.190
C 5.462 -3.837 -0.908
C 4.965 -3.683 -2.190
C 3.776 -2.985 -2.353
S 2.896 -2.610 -3.808
H 0.362 -0.340 -2.933
H 0.692 -1.055 -4.398
H 3.054 -2.187 0.872
H 5.185 -3.431 1.186
H 6.390 -4.375 -0.754
H 5.497 -4.096 -3.039
```

Results
- relative energy (zero: lowest compared OMol25 entry of this formula, charge and spin) (kcal per mole) = 30.0
- total charge = -2
- HOMO level (eV) = -2.2
- DFT total energy (a.u.) = -3186.985540



[2]
This record from the OMol25 dataset describes a structure of composition C48H42N4O6P2Sr in a non-equilibrium geometry. The level of theory is ωB97M-V/def2-TZVPD.

XYZ file:
```
103
Properties=species:S:1:pos:R:3
Sr 0.643 0.671 -0.162
O 2.985 -3.303 -4.825
C 2.537 -2.436 -3.888
C 2.820 -1.123 -3.880
C 2.359 -0.304 -2.770
N 1.742 -0.778 -1.761
C 1.274 -2.133 -1.726
C 1.630 -3.073 -2.893
C -0.274 -2.086 -1.435
O -1.027 -2.673 -2.197
O -0.565 -1.385 -0.413
C 2.631 1.225 -2.733
O 3.405 1.673 -3.571
O 1.978 1.846 -1.836
H 3.550 -2.833 -5.450
H 3.419 -0.647 -4.645
H 0.740 -3.444 -3.408
C -0.958 2.461 5.200
C -0.523 2.577 3.741
C 0.577 1.566 3.455
C -1.712 2.358 2.800
C -2.883 3.322 3.063
O -3.084 3.989 1.809
C -2.176 3.485 0.945
N -1.379 2.589 1.377
C -2.256 4.127 -0.391
C -2.448 5.507 -0.396
C -2.537 6.206 -1.588
C -2.466 5.523 -2.789
C -2.307 4.145 -2.794
C -2.196 3.428 -1.606
P -1.974 1.617 -1.582
C -1.702 1.133 -3.311
C -0.565 1.624 -3.961
C -0.211 1.142 -5.210
C -0.976 0.153 -5.816
C -2.094 -0.350 -5.170
C -2.458 0.135 -3.920
C -3.635 1.015 -1.164
C -3.728 -0.139 -0.391
C -4.977 -0.640 -0.046
C -6.128 0.008 -0.466
C -6.038 1.156 -1.244
C -4.796 1.658 -1.594
H -0.091 2.518 5.860
H -1.439 1.495 5.377
H -1.652 3.243 5.506
H -0.143 3.588 3.551
H 0.265 0.561 3.749
H 1.505 1.797 3.978
H 0.793 1.540 2.391
H -2.035 1.315 2.900
H -2.653 4.084 3.808
H -3.812 2.823 3.333
H -2.521 6.033 0.546
H -2.668 7.280 -1.573
H -2.542 6.057 -3.727
H -2.265 3.614 -3.735
H 0.065 2.365 -3.479
H 0.679 1.526 -5.693
H -0.690 -0.234 -6.785
H -2.680 -1.136 -5.626
H -3.313 -0.290 -3.411
H -2.825 -0.667 -0.105
H -5.046 -1.546 0.544
H -7.100 -0.385 -0.196
H -6.937 1.658 -1.579
H -4.724 2.555 -2.199
N 3.177 -1.651 1.917
P 1.514 -2.097 1.849
C 1.397 -3.057 3.396
C 2.233 -4.131 3.698
C 2.124 -4.789 4.911
C 1.165 -4.389 5.835
C 0.317 -3.334 5.540
C 0.434 -2.671 4.325
C 1.549 -3.380 0.566
C 2.129 -2.990 -0.757
C 2.253 -4.073 -1.872
C 1.430 -5.289 -1.605
C 0.821 -5.495 -0.438
C 0.917 -4.555 0.680
C 3.773 -0.435 1.647
C 5.167 -0.345 1.839
C 5.803 0.838 1.568
C 5.056 1.916 1.097
C 3.705 1.745 0.917
N 3.056 0.601 1.215
H 3.849 -2.361 2.171
H 2.961 -4.469 2.968
H 2.778 -5.621 5.137
H 1.078 -4.907 6.781
H -0.438 -3.026 6.252
H -0.232 -1.850 4.090
H 3.085 -2.477 -0.617
H 3.280 -4.359 -2.119
H 1.348 -6.028 -2.394
H 0.239 -6.396 -0.284
H 0.449 -4.841 1.616
H 5.715 -1.208 2.194
H 6.872 0.928 1.709
H 5.517 2.860 0.848
H 3.096 2.551 0.524
```

Results
- relative energy (zero: lowest compared OMol25 entry of this formula, charge and spin) (kcal per mole) = 4.4
- total charge = 0
- HOMO level (eV) = -7.7
- DFT total energy (a.u.) = -3238.384040